{"formula": "C20H36O10", "method": "the ωB97M-V functional and the def2-TZVPD basis", "elements": ["C", "C", "C", "C", "C", "C", "O", "C", "O", "O", "C", "O", "H", "H", "H", "H", "H", "H", "H", "H", "H", "H", "H", "H", "C", "C", "O", "C", "C", "O", "H", "H", "H", "H", "H", "H", "H", "H", "C", "C", "O", "C", "C", "O", "H", "H", "H", "H", "H", "H", "H", "H", "C", "C", "O", "C", "C", "O", "H", "H", "H", "H", "H", "H", "H", "H"], "coordinates": [[-4.10274, -1.70515, 0.19720], [-4.25798, -0.25329, 0.49300], [-3.33368, 0.64117, 1.51030], [-1.75783, 0.13144, 1.61614], [-1.04181, 1.08457, 2.74546], [-0.44079, 0.28284, 4.04566], [-1.49742, -0.27873, 4.90224], [-1.82307, -1.67025, 4.55302], [-1.02923, -2.73096, 4.72177], [-1.03359, 0.40880, 0.33124], [-0.42430, -0.82141, -0.19865], [0.91894, -1.03282, -0.16683], [-3.37317, -2.15628, -0.61561], [-4.74505, -2.49346, 0.82151], [-5.16822, 0.31728, -0.02729], [-3.29062, 1.74794, 1.09490], [-3.73866, 0.69299, 2.61928], [-1.72181, -1.01658, 1.84069], [-1.82520, 1.86965, 3.16678], [-0.16177, 1.72244, 2.26671], [0.41607, -0.49993, 3.76689], [0.11610, 1.10468, 4.70896], [-2.92254, -1.86221, 4.13467], [-1.05009, -1.67149, -0.73334], [-2.29459, 6.04891, 2.50686], [-1.75358, 5.53355, 3.82550], [-0.76067, 4.51434, 3.60991], [0.55610, 4.75569, 3.42416], [0.99213, 6.15407, 3.09260], [1.36824, 3.83557, 3.44526], [-1.51163, 6.52656, 1.91135], [-3.09327, 6.77606, 2.67607], [-2.69037, 5.22335, 1.90624], [-1.36801, 6.33429, 4.46306], [-2.56672, 5.05872, 4.38569], [0.96278, 6.29555, 2.01007], [2.02146, 6.28755, 3.44301], [0.40199, 6.92325, 3.58851], [3.32191, -0.69359, -2.01815], [3.69699, -1.54774, -3.21264], [4.52169, -0.80989, -4.13274], [5.86852, -0.72707, -4.05627], [6.54384, -1.13722, -2.77908], [6.51793, -0.24952, -4.98194], [4.20430, -0.39670, -1.44451], [2.64371, -1.23638, -1.35429], [2.83171, 0.22908, -2.34573], [4.17101, -2.48995, -2.92304], [2.78731, -1.81671, -3.76094], [6.59880, -0.27854, -2.10648], [7.55982, -1.47094, -3.01687], [6.05953, -1.97530, -2.28018], [0.81988, -4.34331, -4.47238], [0.29906, -4.45263, -3.05327], [-0.48517, -3.29765, -2.70378], [-1.81025, -3.17260, -2.93872], [-2.46367, -4.12226, -3.90137], [-2.44846, -2.25108, -2.43859], [0.00269, -4.31572, -5.19850], [1.46720, -5.19131, -4.71146], [1.38959, -3.41714, -4.60112], [-0.25849, -5.37764, -2.88053], [1.14754, -4.47078, -2.36029], [-2.39439, -3.71707, -4.91318], [-3.51968, -4.22063, -3.62697], [-2.04833, -5.12841, -3.86996]], "de_lowest_kcal_mol": 236.9, "homo_energy_ev": -7.31, "orbital_gap_ha": 0.245, "lumo_ha": -0.02414, "charge": 0, "smiles": "C=CC[C@H](CCOC=O)OC=O.CCOC(C)=O.CCOC(C)=O.CCOC(C)=O"}

***

{"formula": "C5H9Cl", "method": "the ωB97M-V functional and the def2-TZVPD basis", "elements": ["C", "C", "C", "C", "C", "Cl", "H", "H", "H", "H", "H", "H", "H", "H", "H"], "coordinates": [[-1.37275, -1.48175, 1.57764], [-0.24765, -0.49542, 1.10950], [0.30027, -0.39008, -0.06311], [1.24168, 0.70543, -0.61871], [0.38940, 1.40344, -1.78301], [1.79031, 1.67180, 0.79968], [-0.95438, -2.25470, 2.18132], [-2.03118, -0.96143, 2.27113], [-1.84188, -1.94441, 0.67812], [0.12534, 0.12715, 1.84531], [-0.01386, -1.21654, -0.75649], [2.17925, 0.38195, -1.10441], [-0.61544, 1.70798, -1.45040], [0.83688, 2.19295, -2.22381], [0.21400, 0.55363, -2.46277]], "de_lowest_kcal_mol": 25.0, "homo_energy_ev": -9.64, "orbital_gap_ha": 0.393, "lumo_ha": 0.03827, "charge": 0, "smiles": "C/C=C/[C@@H](C)Cl"}

***

{"formula": "C49H31AsCl6O4PSY", "method": "the ωB97M-V functional and the def2-TZVPD basis", "elements": ["Y", "Cl", "C", "C", "Cl", "C", "Cl", "C", "O", "C", "O", "C", "Cl", "S", "C", "C", "C", "C", "C", "C", "As", "C", "C", "C", "C", "C", "C", "C", "C", "C", "C", "C", "C", "H", "H", "H", "H", "H", "H", "H", "H", "H", "H", "H", "H", "H", "H", "C", "C", "C", "C", "C", "C", "P", "C", "C", "C", "C", "C", "C", "C", "C", "C", "C", "C", "C", "H", "H", "H", "H", "H", "H", "H", "H", "H", "H", "H", "H", "H", "H", "Cl", "C", "C", "C", "Cl", "C", "O", "C", "C", "O", "C", "H", "H", "H"], "coordinates": [[-1.14272, -0.53503, 0.97032], [-6.19984, -3.98907, 4.50750], [-5.31079, -2.77564, 3.65640], [-5.91649, -1.58728, 3.31090], [-7.56840, -1.30121, 3.72450], [-5.18304, -0.61574, 2.62610], [-5.94069, 0.87511, 2.18419], [-3.84791, -0.79357, 2.27233], [-3.15629, 0.10050, 1.64164], [-3.21174, -2.05150, 2.62536], [-1.97891, -2.24057, 2.28024], [-3.97394, -2.99272, 3.31475], [-3.20831, -4.48365, 3.75831], [-0.77248, 2.07697, 1.69875], [0.79750, 2.80513, 1.71469], [0.93700, 4.03146, 2.38638], [2.14657, 4.67920, 2.46212], [3.26806, 4.12890, 1.85456], [3.14936, 2.92146, 1.18960], [1.93849, 2.24684, 1.10358], [1.80652, 0.46139, 0.27563], [2.97204, -0.44104, 1.56974], [3.10225, -0.00625, 2.88332], [3.82898, -0.73766, 3.80582], [4.44009, -1.92097, 3.43049], [4.32213, -2.36937, 2.12646], [3.59338, -1.63445, 1.20842], [3.25362, 0.83807, -1.06523], [2.83904, 1.45489, -2.24448], [3.74556, 1.82696, -3.21897], [5.09578, 1.56946, -3.04323], [5.52237, 0.92926, -1.89345], [4.61340, 0.57183, -0.91252], [0.05645, 4.44292, 2.85532], [2.23167, 5.61494, 3.00320], [4.22439, 4.63459, 1.89365], [4.02735, 2.48334, 0.72646], [2.61485, 0.90911, 3.19488], [3.90593, -0.39157, 4.82988], [5.01180, -2.49380, 4.14861], [4.77529, -3.30648, 1.83233], [3.48754, -1.98886, 0.18853], [1.77739, 1.64559, -2.38080], [3.40419, 2.32364, -4.11676], [5.81513, 1.87182, -3.79304], [6.57546, 0.71699, -1.74951], [4.96929, 0.09066, -0.00744], [-3.78958, 4.12971, -0.30946], [-2.45392, 4.38543, -0.57403], [-1.65442, 3.39140, -1.10267], [-2.18942, 2.13752, -1.39266], [-3.53139, 1.88903, -1.12916], [-4.32523, 2.88331, -0.58600], [-1.03559, 0.85112, -2.01032], [-0.93354, 1.31147, -3.78750], [-0.18315, 0.43892, -4.57352], [-0.03140, 0.65931, -5.92717], [-0.61765, 1.77016, -6.51458], [-1.35461, 2.65029, -5.73969], [-1.51611, 2.42389, -4.38279], [-2.16327, -0.58066, -2.12310], [-2.95863, -0.87699, -3.22569], [-3.83388, -1.94556, -3.15924], [-3.89479, -2.69694, -1.99555], [-3.09904, -2.37934, -0.90472], [-2.19024, -1.30831, -0.91636], [-4.41310, 4.89791, 0.12922], [-2.03087, 5.35215, -0.33769], [-0.59929, 3.57057, -1.27110], [-3.95350, 0.91454, -1.33137], [-5.36139, 2.67302, -0.35610], [0.26853, -0.42275, -4.10002], [0.54457, -0.03154, -6.52805], [-0.50397, 1.94746, -7.57618], [-1.81127, 3.51995, -6.19840], [-2.10261, 3.10850, -3.78520], [-2.90854, -0.27056, -4.12295], [-4.46911, -2.18800, -4.00411], [-4.57817, -3.53611, -1.93610], [-3.19595, -2.99503, -0.01347], [2.77295, -6.62552, 3.34138], [2.11923, -5.25864, 2.50142], [2.22025, -5.21570, 1.10723], [1.66772, -4.15335, 0.45064], [1.75059, -4.05037, -1.26472], [1.03152, -3.04835, 1.11438], [0.55337, -2.08938, 0.44954], [1.02220, -3.12115, 2.55027], [0.52328, -2.01649, 3.32034], [0.29002, -0.87895, 2.91974], [1.52208, -4.25044, 3.20988], [2.70279, -6.01724, 0.56690], [0.40364, -2.23086, 4.40154], [1.45354, -4.31206, 4.28761]], "de_lowest_kcal_mol": 27.2, "homo_energy_ev": -2.03, "orbital_gap_ha": 0.218, "lumo_ha": 0.14357, "charge": -2}

***

{"formula": "FH2OP", "method": "the ωB97M-V functional and the def2-TZVPD basis", "elements": ["O", "F", "P", "H", "H"], "coordinates": [[-0.32102, 0.49858, 1.75653], [0.37306, 1.96965, 2.69481], [0.14056, 0.40477, 0.39521], [0.24064, 1.85638, 0.15291], [1.61794, 0.14512, 0.65195]], "de_lowest_kcal_mol": 131.7, "homo_energy_ev": [-11.40, -10.58], "orbital_gap_ha": [0.317, 0.313], "lumo_ha": [-0.10201, -0.07554], "charge": 0}

***

{"formula": "C29H35BF9O26", "method": "the ωB97M-V functional and the def2-TZVPD basis", "elements": ["C", "C", "C", "F", "C", "B", "O", "O", "C", "H", "H", "H", "H", "H", "H", "H", "H", "H", "H", "H", "C", "C", "O", "C", "O", "O", "F", "H", "H", "H", "C", "C", "O", "C", "O", "O", "F", "H", "H", "H", "C", "C", "O", "C", "O", "O", "F", "H", "H", "H", "C", "C", "O", "C", "O", "O", "F", "H", "H", "H", "C", "C", "O", "C", "O", "O", "F", "H", "H", "H", "C", "C", "O", "C", "O", "O", "F", "H", "H", "H", "C", "C", "O", "C", "O", "O", "F", "H", "H", "H", "C", "C", "O", "C", "O", "O", "F", "H", "H", "H"], "coordinates": [[-3.48995, 0.83844, -4.86042], [-2.38205, -0.22694, -4.29484], [-2.90615, -1.12104, -3.05270], [-1.90013, -2.17850, -2.76314], [-3.37817, -0.29134, -1.75047], [-2.44944, 1.00201, -1.44770], [-3.14736, 2.31571, -1.39744], [-1.01214, 1.00170, -1.18961], [-0.29528, 1.88882, -2.09719], [-4.44254, 0.28014, -5.19605], [-3.01099, 1.30736, -5.82279], [-3.68247, 1.71436, -4.12841], [-2.20598, -0.97571, -5.18457], [-1.36565, 0.29595, -4.12481], [-3.85392, -1.70541, -3.43977], [-4.45335, 0.10307, -2.03062], [-4.02735, 2.21878, -1.86191], [-0.98636, 2.52860, -2.77828], [0.43860, 2.61270, -1.56087], [0.32955, 1.20024, -2.80367], [1.82498, 2.47075, 2.38418], [0.66289, 2.45209, 3.32423], [-0.44474, 2.68343, 2.47975], [-0.08208, 2.17039, 1.26595], [-0.85313, 1.93589, 0.37150], [1.26440, 1.94699, 1.19284], [0.74322, 3.47025, 4.21480], [2.19962, 3.48085, 2.19536], [2.65263, 1.84941, 2.73346], [0.52958, 1.50371, 3.85477], [-5.66841, -5.34038, -2.65591], [-7.12989, -5.19697, -2.92966], [-7.37742, -3.83264, -2.67221], [-6.20296, -3.19580, -2.95099], [-6.09951, -2.00985, -3.10973], [-5.16077, -4.07333, -3.03489], [-7.86134, -5.93690, -2.06175], [-5.45207, -5.51645, -1.59772], [-5.21090, -6.13816, -3.24487], [-7.41999, -5.43596, -3.95772], [6.32621, 5.05219, 0.46010], [4.83906, 5.10564, 0.33674], [4.39940, 4.16117, 1.29011], [5.35770, 4.15525, 2.25758], [5.20585, 3.68241, 3.35450], [6.50758, 4.75593, 1.83502], [4.43991, 4.69574, -0.88854], [6.77213, 4.25665, -0.14453], [6.80004, 6.00002, 0.19696], [4.40405, 6.08452, 0.56104], [-2.43029, -0.12743, 2.87670], [-3.91759, -0.08006, 2.75448], [-4.35247, -1.02550, 3.71176], [-3.39306, -1.02518, 4.67868], [-3.54069, -1.49578, 5.77828], [-2.24555, -0.42011, 4.25323], [-4.31601, -0.49302, 1.53389], [-1.98151, -0.92240, 2.27344], [-1.96135, 0.82157, 2.61084], [-4.35616, 0.89781, 2.97712], [2.53998, -0.99540, 0.46704], [2.13914, -2.28584, -0.16682], [2.81652, -3.25375, 0.61073], [2.93207, -2.70123, 1.85108], [3.20712, -3.32362, 2.84541], [2.69168, -1.35816, 1.83084], [2.59344, -2.36262, -1.43832], [3.49226, -0.61457, 0.08497], [1.77992, -0.22059, 0.34926], [1.06285, -2.48279, -0.14439], [6.14904, 1.01283, 4.88864], [5.74493, -0.27495, 4.24857], [6.41776, -1.24716, 5.01963], [6.53512, -0.70124, 6.26325], [6.80737, -1.32843, 7.25331], [6.29872, 0.64337, 6.24946], [6.20031, -0.34739, 2.97434], [7.10230, 1.39295, 4.50877], [5.39136, 1.79006, 4.77413], [4.66800, -0.46925, 4.26968], [6.33223, -3.66917, 0.79036], [6.04707, -3.91467, -0.65435], [7.32943, -4.11878, -1.20923], [8.07890, -4.64238, -0.19831], [9.13689, -5.19394, -0.35745], [7.47963, -4.47145, 1.01605], [5.49890, -2.82078, -1.23273], [6.57394, -2.62287, 1.00195], [5.50606, -3.97551, 1.43560], [5.41936, -4.79032, -0.84617], [-6.93121, 2.79299, -4.17376], [-8.20843, 2.82653, -3.39942], [-8.00371, 1.86252, -2.39048], [-6.65719, 1.85488, -2.16894], [-6.13409, 1.36563, -1.20518], [-5.97691, 2.47925, -3.17508], [-9.25189, 2.42923, -4.16696], [-6.92290, 2.01328, -4.94161], [-6.70479, 3.75178, -4.64506], [-8.43138, 3.79584, -2.94234]], "homo_energy_ev": -2.23, "orbital_gap_ha": 0.135, "lumo_ha": 0.05279, "charge": -1}

***

Number 1: largest force on an atom 9.1 eV/Å. Number 2: largest force on an atom 4.4 eV/Å. Number 3: largest force on an atom 2.1 eV/Å. Number 4: largest force on an atom 6.2 eV/Å. Number 5: largest force on an atom 9.4 eV/Å.